96
Properties=species:S:1:pos:R:3:forces:R:3 method="wB97M-V/def2-TZVPD" lumo_energy_ev=2.02 mol_weight_g_mol=862.316 largest_force_ev_per_a=1.2 total_charge=-1 multiplicity=1 homo_ev=-4.758
C -4.8833 -1.4686 -0.2072 -0.112 0.452 0.557
C -4.7818 -0.2887 -1.1473 -0.628 0.299 -0.064
O -4.3388 -0.6188 -2.4482 0.261 -0.775 0.292
B -3.0444 -1.1271 -2.5414 0.019 0.431 -0.582
O -2.8381 -1.9484 -3.6628 0.263 0.131 0.215
B -1.7537 -0.8107 -1.4690 0.099 -0.775 0.109
O -1.5171 0.6126 -1.0332 -0.178 0.299 -0.003
C -0.1571 0.8423 -1.1036 -0.057 -0.011 -0.020
C 0.3699 1.6192 0.0708 1.130 -0.178 0.235
O 1.5385 1.5954 0.4103 -1.143 0.106 -0.157
C -0.5790 2.4770 0.9700 0.278 0.009 -0.265
F -1.7677 2.7586 0.4113 0.119 0.077 0.203
F 0.0420 3.6618 1.2165 -0.078 -0.159 0.103
C -0.7887 1.7457 2.3174 -0.455 0.303 -0.331
F 0.3353 1.8573 3.0734 -0.147 -0.261 -0.052
F -1.0214 0.4401 2.0470 0.219 0.098 0.180
C -1.9480 2.2832 3.1888 0.439 -0.464 0.459
F -1.8332 3.6191 3.2730 -0.237 -0.119 -0.179
F -3.1419 1.9422 2.6670 0.070 0.158 -0.018
C -1.8796 1.7055 4.6436 -0.098 0.818 0.649
O -2.0661 2.4320 5.5756 -0.128 -0.572 -0.539
O -1.6875 0.3733 4.7709 -0.007 0.389 0.265
C 0.4452 -0.5811 -1.2128 -0.091 -0.076 0.448
C 1.9192 -0.6934 -1.6263 -0.163 -0.404 -0.787
F 2.4080 0.4748 -2.1323 -0.037 -0.105 0.098
F 2.0247 -1.6063 -2.6361 0.030 0.213 0.190
C 2.8461 -1.1868 -0.4766 0.555 0.507 0.050
F 3.5334 -2.2989 -0.8619 -0.111 0.078 0.099
F 3.7692 -0.2356 -0.1713 -0.066 -0.238 -0.087
O -0.4261 -1.2129 -2.0595 0.040 0.211 -0.317
H -3.9099 -1.8539 0.0692 0.167 -0.265 -0.197
H -5.5552 -2.2357 -0.5754 0.054 -0.241 -0.246
H -5.3276 -1.0888 0.7155 -0.099 -0.018 0.181
H -5.7920 0.1063 -1.2621 -0.127 0.183 -0.156
H -4.2001 0.5173 -0.7050 0.405 0.009 0.018
H -3.2741 -2.7923 -3.5576 -0.383 -0.144 -0.226
H -1.8643 -1.5286 -0.4432 -0.116 0.099 0.094
H 0.1238 1.3906 -2.0137 0.108 0.210 -0.041
H -0.8499 0.1355 4.3603 0.029 -0.341 -0.434
H 0.3209 -1.0392 -0.2142 0.253 0.077 0.204
H 2.2972 -1.4134 0.4306 -0.133 -0.126 0.077
N 1.9403 7.2034 0.1135 -0.083 0.073 -0.047
C 2.0253 8.3082 -0.6240 0.072 -0.038 0.042
C 0.9709 8.8279 -1.3587 -0.010 -0.005 0.000
C -0.2427 8.1602 -1.3282 -0.043 0.013 -0.025
C -0.3499 7.0085 -0.5676 -0.006 0.019 -0.017
C 0.7658 6.5733 0.1333 0.119 0.005 0.069
H 2.9933 8.7984 -0.6231 -0.014 0.040 -0.031
H 1.0994 9.7313 -1.9396 0.020 0.004 -0.001
H -1.0909 8.5312 -1.8896 -0.002 -0.002 -0.003
H -1.2767 6.4536 -0.5168 0.010 -0.031 0.015
H 0.7205 5.6795 0.7396 -0.009 0.031 -0.029
N 7.8105 -3.0294 0.1962 0.046 -0.023 -0.102
C 9.0198 -3.0784 -0.3610 -0.037 0.018 0.089
C 9.2388 -3.1358 -1.7287 -0.066 -0.068 -0.020
C 8.1351 -3.1465 -2.5674 -0.012 0.003 -0.018
C 6.8694 -3.0978 -2.0080 0.013 0.003 -0.052
C 6.7618 -3.0391 -0.6266 -0.007 0.010 0.173
H 9.8555 -3.0680 0.3311 0.042 -0.003 -0.040
H 10.2438 -3.1653 -2.1223 0.045 0.032 0.046
H 8.2609 -3.1887 -3.6424 0.001 -0.001 -0.003
H 5.9804 -3.1009 -2.6237 -0.031 0.023 0.033
H 5.7899 -2.9919 -0.1526 -0.037 0.007 -0.050
N -8.4096 -2.7994 -0.5451 -0.064 0.017 0.057
C -8.4685 -1.4978 -0.2743 0.080 -0.011 -0.082
C -9.3086 -0.9489 0.6843 -0.003 -0.047 0.008
C -10.1287 -1.8000 1.4035 -0.048 0.044 0.059
C -10.0801 -3.1576 1.1364 -0.009 -0.007 -0.035
C -9.2090 -3.6024 0.1550 0.068 -0.038 -0.031
H -7.8025 -0.8675 -0.8523 -0.005 0.030 0.004
H -9.3085 0.1171 0.8661 0.018 0.011 -0.018
H -10.7901 -1.4142 2.1684 0.011 -0.005 0.015
H -10.6975 -3.8576 1.6819 0.020 -0.017 0.015
H -9.1347 -4.6586 -0.0821 -0.045 -0.014 0.021
N 12.0644 -1.6351 -2.8133 0.089 0.052 -0.115
C 12.4884 -2.0221 -4.0147 0.004 -0.057 0.065
C 12.5888 -1.1726 -5.1056 -0.012 0.018 0.003
C 12.2242 0.1537 -4.9409 0.003 0.031 -0.032
C 11.7786 0.5729 -3.6986 0.022 -0.012 -0.029
C 11.7193 -0.3571 -2.6722 -0.027 -0.051 0.122
H 12.7581 -3.0693 -4.1018 0.019 0.005 -0.047
H 12.9410 -1.5431 -6.0584 -0.001 -0.021 0.000
H 12.2845 0.8489 -5.7684 -0.004 0.002 -0.003
H 11.4806 1.5977 -3.5266 -0.012 0.001 0.022
H 11.3752 -0.0712 -1.6845 -0.029 0.041 -0.016
N -8.3351 -2.8338 4.2456 0.004 0.012 0.076
C -8.3194 -2.0023 5.2851 -0.048 -0.016 -0.034
C -7.1622 -1.6131 5.9416 0.006 -0.001 -0.018
C -5.9512 -2.1150 5.4926 0.050 0.013 0.029
C -5.9486 -2.9803 4.4117 -0.006 0.014 0.024
C -7.1630 -3.3060 3.8269 -0.090 -0.038 -0.111
H -9.2878 -1.6297 5.6026 0.018 0.025 0.045
H -7.2099 -0.9311 6.7795 -0.013 0.007 0.002
H -5.0241 -1.8328 5.9748 0.008 0.011 -0.007
H -5.0267 -3.3918 4.0251 -0.001 0.004 -0.032
H -7.2053 -3.9742 2.9735 0.050 0.005 -0.015

=====

83
Properties=species:S:1:pos:R:3:forces:R:3 method="wB97M-V/def2-TZVPD" relative_energy_kcal_mol=0.00 lumo_energy_ev=-2.81 mol_weight_g_mol=1047.184 largest_force_ev_per_a=0.8 total_charge=+1 multiplicity=1 homo_ev=-10.894
Hf -0.2694 0.0943 -0.2166 -0.334 0.771 -0.035
S -1.8262 1.5655 -1.5470 0.091 -0.186 0.226
P -2.0807 2.2749 0.3891 0.111 0.238 -0.103
C -0.8376 1.5761 1.3194 0.119 -0.433 -0.247
P -1.1291 0.4306 2.5388 -0.237 -0.037 0.098
S -1.3652 -1.4012 1.5844 0.134 0.023 0.041
C -2.5105 0.7405 3.6505 -0.090 -0.153 0.018
C -3.5229 -0.1851 3.8596 -0.064 -0.011 -0.053
C -4.5310 0.0900 4.7743 0.043 0.066 0.000
C -4.5226 1.2844 5.4756 0.005 0.005 -0.001
C -3.5107 2.2141 5.2632 -0.056 -0.044 0.061
C -2.5059 1.9438 4.3548 0.137 0.068 0.011
C 0.3065 0.2919 3.6071 0.044 -0.007 0.018
C 0.2887 -0.6226 4.6576 -0.033 -0.087 0.064
C 1.4067 -0.7826 5.4538 0.099 0.075 -0.024
C 2.5496 -0.0268 5.2058 -0.085 -0.031 -0.016
C 2.5631 0.8930 4.1693 0.020 -0.007 0.030
C 1.4405 1.0550 3.3689 0.080 0.198 -0.140
C -1.9678 4.0651 0.3478 -0.041 0.030 -0.132
C -0.9958 4.7156 1.0933 0.007 0.009 0.025
C -0.9226 6.1026 1.0664 0.032 -0.050 0.021
C -1.8117 6.8267 0.2922 -0.063 0.009 -0.049
C -2.7807 6.1740 -0.4641 0.047 0.028 0.030
C -2.8599 4.7951 -0.4385 -0.026 -0.019 0.014
C -3.7689 1.8939 0.8786 -0.150 0.117 0.040
C -4.4033 2.6984 1.8246 0.004 0.062 0.043
C -5.6779 2.3841 2.2633 -0.015 -0.104 -0.072
C -6.3301 1.2673 1.7557 0.064 0.072 0.013
C -5.7045 0.4692 0.8103 -0.069 0.004 0.053
C -4.4298 0.7829 0.3713 0.103 -0.234 -0.203
H -3.5362 -1.1147 3.3063 0.035 -0.030 -0.031
H -5.3206 -0.6290 4.9377 -0.037 -0.049 0.000
H -5.3053 1.4944 6.1915 -0.022 0.011 0.022
H -3.5056 3.1439 5.8139 0.009 0.047 0.016
H -1.7158 2.6707 4.1961 0.021 -0.032 -0.021
H -0.5954 -1.2157 4.8604 -0.043 0.008 -0.057
H 1.3889 -1.4933 6.2672 0.017 -0.026 0.038
H 3.4241 -0.1550 5.8275 0.041 0.003 0.030
H 3.4444 1.4909 3.9825 0.036 0.013 0.004
H 1.4437 1.7819 2.5592 -0.025 -0.123 0.097
H -0.3041 4.1312 1.6854 0.035 -0.020 0.029
H -0.1682 6.6143 1.6465 0.035 0.015 0.031
H -1.7535 7.9058 0.2720 0.008 0.044 -0.004
H -3.4690 6.7429 -1.0726 -0.027 0.024 -0.016
H -3.6172 4.2896 -1.0256 -0.006 -0.049 -0.007
H -3.9081 3.5735 2.2258 0.050 0.018 -0.044
H -6.1618 3.0121 2.9966 -0.035 0.035 0.044
H -7.3286 1.0272 2.0910 -0.060 -0.020 0.024
H -6.2144 -0.3938 0.4072 -0.027 -0.053 -0.031
H -3.9581 0.1650 -0.3886 -0.033 0.076 0.130
Cl 7.1022 -0.0432 -0.0803 -0.064 0.004 -0.007
C 5.4143 0.1770 -0.3985 0.079 -0.051 0.052
C 4.4908 -0.6221 0.2627 0.014 0.187 -0.182
C 3.1621 -0.4033 -0.0303 0.083 -0.216 0.219
Cl 1.9031 -1.3187 0.7871 0.211 0.051 0.010
C 2.7073 0.5532 -0.9287 -0.219 0.003 0.072
O 1.3960 0.7029 -1.1144 0.081 0.092 -0.031
C 3.6655 1.3368 -1.5647 0.190 -0.025 -0.075
Cl 3.1643 2.5415 -2.6913 -0.048 -0.049 0.054
C 5.0153 1.1486 -1.3027 -0.143 -0.023 0.001
H 4.8049 -1.3710 0.9715 0.005 -0.054 0.048
H 5.7455 1.7638 -1.8060 0.046 0.007 -0.006
C -3.9602 -3.0677 -0.6246 0.013 0.035 0.128
Ge -3.4386 -2.9082 -2.4882 0.004 -0.004 0.037
C -3.9493 -1.1734 -3.1878 -0.029 0.115 -0.075
C -4.2429 -4.3209 -3.5462 -0.036 -0.068 -0.090
C -1.4904 -3.2497 -2.6093 0.127 -0.064 -0.023
Se -0.1410 -1.8906 -2.2570 0.043 -0.169 -0.101
C -0.2706 -0.8029 -3.8634 -0.058 -0.107 0.008
H -5.0151 -2.8237 -0.5036 -0.061 -0.009 -0.033
H -3.3870 -2.3941 0.0099 0.012 0.040 0.039
H -3.8065 -4.0852 -0.2685 0.011 -0.053 0.020
H -5.0162 -1.0302 -3.0161 -0.059 -0.021 -0.019
H -3.7750 -1.1117 -4.2613 0.023 0.030 -0.032
H -3.4304 -0.3557 -2.6926 0.073 0.039 -0.005
H -5.3288 -4.2565 -3.5032 -0.054 0.010 0.008
H -3.9485 -5.3038 -3.1840 0.025 -0.057 0.028
H -3.9404 -4.2339 -4.5884 0.003 -0.014 -0.063
H -1.2156 -3.6255 -3.5973 -0.069 -0.009 0.025
H -1.2427 -4.0442 -1.9010 -0.008 0.019 -0.027
H -1.2655 -0.3768 -3.9538 -0.004 0.021 0.000
H -0.0434 -1.4522 -4.7071 -0.014 0.077 0.021
H 0.4798 -0.0195 -3.7780 -0.025 -0.004 0.014

=====

98
Properties=species:S:1:pos:R:3:forces:R:3 method="wB97M-V/def2-TZVPD" relative_energy_kcal_mol=24.93 lumo_energy_ev="2.09 / 2.10" mol_weight_g_mol=1140.699 largest_force_ev_per_a=1.8 total_charge=-1 multiplicity=2 homo_ev="-3.927 / -3.775" s2=0.756
W -0.2708 0.2021 -0.0121 1.424 0.676 -0.866
F -3.9987 -6.0639 1.7661 -0.060 -0.052 0.013
C -3.0593 -5.2011 1.3641 0.112 0.107 -0.010
C -3.0802 -3.8872 1.8063 0.028 -0.309 -0.095
F -4.0373 -3.5013 2.6452 -0.063 0.135 0.125
C -2.0867 -3.0254 1.3939 0.648 -0.178 -0.350
F -2.0094 -1.8154 1.9137 -0.454 0.585 0.290
C -1.0791 -3.3904 0.4899 -0.444 -0.297 0.178
S 0.0872 -2.2819 -0.1654 0.218 -0.387 0.094
C -1.0637 -4.7393 0.1162 0.025 0.470 0.076
F -0.0807 -5.1961 -0.6679 -0.051 -0.105 -0.143
C -2.0333 -5.6251 0.5392 -0.083 -0.114 0.040
F -1.9873 -6.9084 0.1563 -0.004 -0.081 -0.054
F -2.6421 2.3398 4.9969 -0.003 -0.128 -0.184
C -3.1885 2.6871 3.8240 0.009 0.092 -0.106
F -2.5469 3.7657 3.3722 -0.056 -0.120 -0.017
F -4.4640 3.0103 4.0450 0.080 -0.043 -0.036
S -3.0714 1.2684 2.6209 0.134 0.270 0.747
O -1.6697 1.0726 2.3495 -0.465 0.125 0.357
O -3.7880 0.2047 3.2527 -0.156 -0.161 0.084
N -3.8667 1.9733 1.4402 0.185 -0.041 -0.419
S -3.8868 1.1986 0.0867 -0.718 -0.745 0.207
O -4.1548 2.0252 -1.0433 0.081 0.323 -0.005
O -2.8433 0.1952 -0.0195 0.108 -0.170 0.120
C -5.4360 0.1068 0.1923 -0.059 -0.082 -0.133
F -6.2339 0.3274 -0.8670 0.141 0.028 0.045
F -5.0913 -1.1857 0.1666 -0.015 0.066 0.055
F -6.1562 0.3291 1.2870 0.156 0.067 -0.022
C 2.1556 -2.4244 2.5471 -0.073 0.025 0.018
C 1.3741 -1.2419 3.1296 0.030 0.123 -0.104
C 1.9576 -0.9324 4.5105 -0.133 0.072 -0.045
P 1.2737 0.2082 1.9129 0.136 -0.192 0.122
C 1.6277 1.6982 2.9949 -0.261 0.105 -0.314
C 1.9186 2.8922 2.0825 0.069 -0.065 0.087
C 0.5044 2.0738 3.9615 0.009 -0.124 -0.019
C 2.8752 0.1505 1.0339 -0.092 -0.057 -0.290
C 4.1192 0.0846 1.6520 -0.024 0.015 -0.075
C 5.3050 0.0978 0.9341 0.108 0.041 -0.021
C 6.6444 -0.0065 1.6159 -0.094 -0.036 -0.078
C 5.2176 0.2043 -0.4538 -0.003 -0.006 0.155
C 3.9993 0.2946 -1.0931 -0.258 -0.018 -0.135
C 2.7919 0.2634 -0.3690 0.760 -0.058 0.526
N 1.5578 0.3716 -0.9705 -1.759 -0.146 0.122
C 1.4995 0.7912 -2.3376 0.300 0.133 -0.529
C 1.3818 -0.1404 -3.3810 0.130 0.127 0.144
C 1.5110 -1.6095 -3.1171 -0.088 0.079 -0.022
C 1.1320 0.3105 -4.6709 -0.005 -0.003 0.023
C 1.0349 1.6614 -4.9691 -0.005 0.018 -0.085
C 0.7222 2.1193 -6.3707 0.125 -0.049 0.104
C 1.2855 2.5710 -3.9537 0.014 -0.039 0.011
C 1.5411 2.1585 -2.6510 0.046 -0.100 0.191
C 1.8698 3.1767 -1.5951 -0.037 -0.045 -0.092
H 1.9924 -3.3121 3.1643 0.011 0.005 0.034
H 3.2234 -2.2055 2.5336 0.028 -0.041 0.065
H 1.8560 -2.6544 1.5317 0.002 -0.060 -0.049
H 0.3255 -1.5321 3.2567 0.031 0.012 -0.063
H 3.0103 -0.6537 4.4399 0.014 0.002 0.042
H 1.9001 -1.8364 5.1220 0.015 0.006 0.027
H 1.4236 -0.1399 5.0306 0.055 -0.023 0.047
H 2.5315 1.4462 3.5570 -0.028 -0.053 -0.039
H 1.0641 3.0558 1.4254 0.048 0.089 -0.007
H 2.8046 2.7271 1.4699 -0.001 0.039 -0.033
H 2.0735 3.7929 2.6820 0.003 0.006 0.015
H -0.2523 2.6424 3.4288 0.002 0.043 0.033
H 0.8973 2.6947 4.7702 0.024 0.003 0.009
H 0.0043 1.2074 4.3927 -0.014 0.059 0.062
H 4.1720 0.0374 2.7348 -0.007 -0.033 0.008
H 6.5482 0.1510 2.6902 0.033 -0.001 0.013
H 7.3435 0.7320 1.2199 0.029 0.003 0.039
H 7.0836 -0.9946 1.4564 0.042 0.009 0.048
H 6.1300 0.2243 -1.0406 -0.008 0.014 -0.031
H 3.9579 0.3982 -2.1708 0.012 -0.005 -0.002
H 2.3285 -1.8153 -2.4247 -0.025 -0.058 0.023
H 1.6806 -2.1585 -4.0439 0.042 0.021 -0.023
H 0.6015 -1.9866 -2.6541 0.017 -0.102 0.015
H 1.0041 -0.4195 -5.4651 -0.005 -0.023 0.005
H 0.0095 1.4439 -6.8449 -0.022 0.039 -0.046
H 1.6272 2.1318 -6.9836 -0.030 0.029 -0.049
H 0.3037 3.1255 -6.3649 -0.017 0.004 -0.049
H 1.2876 3.6339 -4.1737 -0.033 0.011 0.005
H 1.9684 4.1663 -2.0421 0.035 0.007 0.017
H 2.8032 2.9199 -1.0902 0.018 0.047 0.007
H 1.0841 3.2040 -0.8449 0.095 0.042 0.034
O -1.9736 4.2053 -0.0963 -0.034 -0.200 0.046
C -1.3909 3.1760 -0.0728 0.501 0.431 -0.108
N -0.6909 2.2073 -0.0580 -0.611 -0.223 0.136
O -1.1325 0.0490 -2.0863 0.276 0.276 -0.193
N -2.2205 -0.4932 -2.5584 -0.172 -0.366 0.070
C -2.4392 -1.8180 -2.4367 0.011 -0.132 0.071
C -3.6176 -2.3784 -2.8676 -0.281 -0.013 -0.176
C -4.5943 -1.5856 -3.4534 0.234 0.170 0.129
C -4.3155 -0.2364 -3.6257 -0.242 -0.355 -0.142
C -3.1186 0.2808 -3.1912 0.070 0.284 0.107
H -1.6514 -2.3890 -1.9690 0.097 0.182 0.102
H -3.7698 -3.4405 -2.7353 0.051 0.002 0.056
H -5.5455 -2.0033 -3.7493 -0.004 0.002 -0.061
H -5.0393 0.4214 -4.0834 0.052 0.089 0.022
H -2.8493 1.3210 -3.2709 0.073 0.030 0.101